Record 1
Here is C6H12O in the gas phase from OMol25. Energies are from wB97M-V/def2-TZVPD.

Each line ends with the natural charge from an NBO analysis.
CARTESIAN COORDINATES (ANGSTROEM)
H 1.55905 -1.98680 1.19606  0.218
C -1.02665 0.44209 0.65499  0.108
H -2.15711 2.18848 0.02397  0.222
H -0.99688 -1.14945 -1.49088  0.161
H 1.47532 -0.39811 2.05381  0.215
H -0.39625 2.43830 0.09332  0.210
C 0.21813 -0.48626 0.22608  -0.086
H -1.17772 -2.39224 -0.23537  0.186
H 2.45027 -0.61372 0.64726  0.206
C 1.47199 -0.90848 1.09623  -0.603
H -1.21150 0.66593 1.71754  0.181
H 0.44803 0.45015 -1.67167  0.192
H -1.13028 1.50967 -1.23126  0.207
O -1.98441 -0.53357 0.22427  -0.540
C -1.18394 1.72131 -0.15913  -0.636
C -0.97995 -1.32594 -0.40084  -0.058
H 1.78285 -0.65400 -1.30885  0.211
C 1.09902 0.10543 -0.89595  -0.601
H 1.74002 0.92720 -0.53959  0.208

Results
Energy: -8462.0265 eV
Total charge: 0

Record 2
Here is C4H4N4 in the gas phase from OMol25. Energies are from wB97M-V/def2-TZVPD.

Each line ends with the natural charge from an NBO analysis.
CARTESIAN COORDINATES (ANGSTROEM)
H 3.23624 1.41935 -1.11186  0.271
C -2.01490 1.04982 0.11849  0.081
C 2.58110 0.70918 -0.45014  -0.187
H 0.71178 -1.97891 0.08278  0.251
N -0.71587 0.81787 0.52198  -0.213
C 1.71936 -0.19368 -0.17707  -0.036
N -1.58862 -1.11183 -0.51328  -0.019
H 0.76837 -1.15619 1.49161  0.251
N -2.45007 -0.09644 -0.49011  -0.261
H -2.55898 1.91965 0.00400  0.218
C 0.78783 -0.95123 0.45489  -0.337
N -0.47623 -0.42759 0.06870  -0.020

Results
Energy: -10167.8487 eV
Total charge: 0

Q: Which of these has the lowest energy?
A: C4H4N4